A molecular structure, C20H17BrN7O8P2Pd, computed with wB97M-V/def2-TZVPD.

Geometry as ORCA input:
```
! wB97M-V def2-TZVPD RIJCOSX def2/J DEFGRID3
* xyz -1 1
Pd -0.311 -0.970 0.656
N 2.902 0.269 2.450
C 2.516 -1.200 2.434
C 3.598 -2.038 3.104
P 0.876 -1.221 3.394
O 1.348 -1.785 4.844
O -0.095 -2.202 2.830
O 0.581 0.240 3.518
P 2.364 -1.579 0.593
O 3.611 -2.544 0.269
O 1.119 -2.412 0.331
O 2.555 -0.249 -0.044
H 2.116 0.751 2.949
H 2.900 0.565 1.445
H 3.802 0.441 2.885
H 3.709 -1.772 4.155
H 4.553 -1.938 2.585
H 3.315 -3.090 3.062
H 0.893 -2.618 5.008
H 3.300 -3.434 0.068
Br -6.400 0.686 -8.164
C -5.940 -0.815 -7.096
C -5.279 -1.884 -7.671
C -4.958 -2.983 -6.886
C -5.266 -2.998 -5.532
C -5.955 -1.921 -4.975
C -6.290 -0.828 -5.753
N -5.055 -4.197 -4.783
N -4.356 -4.240 -3.743
C -3.463 -3.274 -3.285
C -2.719 -2.362 -4.042
C -1.784 -1.515 -3.491
C -1.512 -1.484 -2.100
O -0.684 -0.688 -1.590
C -2.250 -2.471 -1.293
N -1.978 -2.496 0.026
C -2.561 -3.365 0.812
C -3.495 -4.289 0.316
C -3.805 -4.277 -1.015
C -3.177 -3.352 -1.881
H -5.022 -1.866 -8.721
H -4.455 -3.838 -7.320
H -6.209 -1.938 -3.923
H -6.817 0.011 -5.320
H -2.837 -2.337 -5.115
H -1.216 -0.841 -4.119
H -2.274 -3.337 1.857
H -3.960 -4.997 0.991
H -4.522 -4.970 -1.433
O -1.476 0.560 0.933
N -0.502 1.377 0.931
C -0.658 2.597 1.329
C 0.542 3.375 1.415
N 1.497 4.010 1.497
C -1.911 3.152 1.755
N -2.916 3.603 2.083
*
```

Properties
- highest occupied orbital energy (alpha / beta) (eV) = -4.57 / -4.57
- gap between HOMO and LUMO (alpha / beta) (eV) = 6.476 / 6.474
- relative energy (zero: lowest compared OMol25 entry of this formula, charge and spin) (kcal/mol) = 50.98


3 unconnected molecules or ions with the total composition C34H54F16NO3, computed with wB97M-V/def2-TZVPD.

Geometry as ORCA input:
```
! wB97M-V def2-TZVPD RIJCOSX def2/J DEFGRID3
* xyz 1 1
C 8.739 -0.608 0.536
C 7.750 -0.426 1.160
C 6.573 -0.173 1.996
C 5.859 1.137 1.570
C 4.338 1.071 1.647
C 3.644 0.227 0.557
C 4.497 -0.599 -0.419
N 4.697 0.273 -1.636
C 6.113 0.495 -2.051
C 6.640 -0.677 -2.855
C 6.182 -0.633 -4.317
C 3.889 1.540 -1.389
C 2.812 1.040 -0.452
C 1.825 2.068 0.087
C 0.620 2.179 -0.850
C -0.543 2.937 -0.237
C -1.671 3.269 -1.219
C -2.741 2.156 -1.305
C -4.028 2.438 -0.499
C -5.280 2.006 -1.261
C -6.545 1.957 -0.377
C -7.050 0.524 -0.062
C -8.491 0.321 -0.512
C -8.977 -1.147 -0.449
O -8.262 -1.941 0.475
C -7.384 -2.884 -0.092
H 9.596 -0.739 -0.091
H 5.902 -1.030 1.955
H 6.913 -0.099 3.028
H 6.211 1.451 0.590
H 6.194 1.912 2.260
H 4.037 0.744 2.639
H 3.964 2.093 1.551
H 2.960 -0.460 1.058
H 3.828 -1.393 -0.757
H 5.383 -1.121 -0.080
H 4.276 -0.215 -2.425
H 6.161 1.410 -2.642
H 6.726 0.656 -1.165
H 6.370 -1.634 -2.405
H 7.728 -0.640 -2.840
H 5.091 -0.575 -4.381
H 6.501 -1.521 -4.854
H 6.593 0.239 -4.821
H 4.591 2.239 -0.940
H 3.574 1.886 -2.370
H 2.225 0.317 -1.026
H 2.260 3.060 0.210
H 1.469 1.727 1.061
H 0.936 2.640 -1.790
H 0.274 1.169 -1.085
H -0.958 2.348 0.581
H -0.178 3.867 0.209
H -1.286 3.450 -2.223
H -2.144 4.193 -0.889
H -2.313 1.204 -0.991
H -3.027 2.049 -2.353
H -3.983 1.822 0.395
H -4.080 3.486 -0.215
H -5.454 2.723 -2.066
H -5.112 1.026 -1.707
H -6.375 2.504 0.550
H -7.343 2.480 -0.905
H -6.383 -0.205 -0.518
H -7.020 0.383 1.017
H -9.152 0.928 0.105
H -8.603 0.656 -1.545
H -8.954 -1.578 -1.452
H -10.021 -1.146 -0.134
H -7.234 -3.695 0.618
H -6.410 -2.440 -0.316
H -7.794 -3.323 -1.005
C 2.360 -3.855 -2.541
C 1.436 -2.629 -2.448
C 0.638 -2.433 -1.156
F -0.210 -3.446 -0.937
F -0.086 -1.291 -1.258
F 0.624 -2.574 -3.510
F 2.272 -1.525 -2.507
O 1.877 -4.971 -3.246
C 1.146 -5.955 -2.621
C -0.264 -6.066 -3.208
F -0.914 -4.892 -3.073
F -0.939 -7.013 -2.529
F 1.116 -5.778 -1.287
F 1.766 -7.124 -2.860
H 3.209 -3.516 -3.135
H 2.754 -4.133 -1.562
H 1.318 -2.343 -0.300
H -0.213 -6.333 -4.265
C -3.396 1.980 4.913
C -2.740 1.794 6.290
C -1.478 2.607 6.588
F -0.480 2.280 5.738
F -1.067 2.328 7.843
F -2.508 0.483 6.515
F -3.658 2.216 7.202
O -3.112 1.002 3.927
C -2.036 1.096 3.098
C -1.073 -0.080 3.274
F -0.600 -0.128 4.529
F -0.021 0.093 2.428
F -1.400 2.279 3.211
F -2.490 1.017 1.823
H -4.463 1.864 5.095
H -3.253 2.992 4.533
H -1.681 3.678 6.513
H -1.578 -1.019 3.039
*
```

Properties
- highest occupied orbital energy (eV) = -10.74
- gap between HOMO and LUMO (eV) = 8.463


A molecular structure, C89H182F12N7O16S2, computed with wB97M-V/def2-TZVPD.

Geometry as ORCA input:
```
! wB97M-V def2-TZVPD RIJCOSX def2/J DEFGRID3
* xyz 1 1
C -39.192 3.672 -13.778
C -38.917 4.736 -12.750
C -39.948 4.650 -11.589
C -39.588 5.834 -10.523
N -40.263 5.491 -9.129
C -39.643 4.118 -8.542
C -39.784 4.234 -6.975
C -39.999 5.756 -6.754
C -39.769 6.423 -8.034
C -41.787 5.468 -9.142
C -42.481 6.684 -9.781
C -44.070 6.444 -9.820
H -40.154 4.003 -14.169
H -39.142 2.676 -13.339
H -38.431 3.817 -14.545
H -38.798 5.741 -13.155
H -37.938 4.454 -12.363
H -39.869 3.642 -11.184
H -40.979 4.775 -11.922
H -39.909 6.809 -10.891
H -38.505 5.834 -10.401
H -40.081 3.267 -9.063
H -38.577 4.191 -8.760
H -40.719 3.738 -6.716
H -39.055 3.738 -6.335
H -40.935 6.024 -6.264
H -39.295 6.068 -5.983
H -40.290 7.369 -8.180
H -38.698 6.585 -8.157
H -42.126 5.280 -8.123
H -42.066 4.606 -9.749
H -42.046 6.824 -10.771
H -42.291 7.505 -9.090
H -44.527 7.406 -10.052
H -44.427 6.099 -8.850
H -44.370 5.741 -10.597
C -41.250 9.195 -12.793
C -40.512 10.542 -12.909
C -39.948 10.821 -14.303
C -38.553 10.155 -14.419
N -37.937 10.160 -15.842
C -36.552 9.483 -15.685
C -35.553 10.619 -15.346
C -35.982 11.842 -16.066
C -37.513 11.595 -16.334
C -38.772 9.370 -16.867
C -39.475 8.114 -16.364
C -40.250 7.460 -17.532
H -41.922 9.063 -13.641
H -41.965 9.095 -11.976
H -40.442 8.469 -12.710
H -39.766 10.685 -12.127
H -41.155 11.346 -12.550
H -39.797 11.869 -14.560
H -40.679 10.402 -14.995
H -38.587 9.091 -14.184
H -37.810 10.584 -13.746
H -36.221 8.982 -16.594
H -36.714 8.674 -14.973
H -34.565 10.294 -15.672
H -35.460 10.769 -14.270
H -35.419 11.965 -16.990
H -35.763 12.798 -15.591
H -37.816 11.653 -17.379
H -38.159 12.366 -15.914
H -38.159 9.358 -17.768
H -39.519 10.114 -17.143
H -40.228 8.347 -15.612
H -38.713 7.402 -16.045
H -41.186 8.001 -17.671
H -40.393 6.390 -17.385
H -39.734 7.343 -18.486
C -28.335 4.708 -17.072
C -26.802 4.756 -17.226
C -26.181 3.331 -17.287
C -24.603 3.180 -17.118
N -24.003 1.784 -16.831
C -24.791 0.950 -15.782
C -25.479 -0.222 -16.542
C -24.519 -0.404 -17.763
C -24.173 0.991 -18.130
C -22.489 1.969 -16.390
C -21.568 0.727 -16.336
C -20.101 1.046 -16.052
H -28.791 4.253 -17.951
H -28.707 5.724 -16.943
H -28.583 4.159 -16.164
H -26.411 5.371 -16.415
H -26.596 5.288 -18.154
H -26.503 2.912 -18.240
H -26.573 2.612 -16.568
H -24.420 3.674 -16.164
H -23.966 3.702 -17.833
H -24.039 0.558 -15.097
H -25.318 1.672 -15.158
H -25.411 -1.235 -16.145
H -26.463 0.194 -16.758
H -23.601 -0.971 -17.610
H -24.962 -0.817 -18.669
H -23.325 1.091 -18.808
H -24.969 1.396 -18.755
H -22.586 2.458 -15.421
H -22.037 2.678 -17.083
H -21.479 0.150 -17.257
H -21.974 0.073 -15.564
H -19.965 1.711 -15.200
H -19.529 1.523 -16.848
H -19.559 0.123 -15.846
C -35.824 4.466 -6.217
C -35.457 5.082 -7.617
C -34.075 4.554 -8.115
C -34.161 3.112 -8.692
N -32.753 2.512 -9.078
C -32.909 0.925 -9.136
C -32.930 0.400 -7.629
C -32.303 1.515 -6.893
C -31.765 2.496 -7.907
C -32.018 3.085 -10.300
C -32.824 3.093 -11.603
C -31.962 3.327 -12.871
H -36.554 3.659 -6.268
H -36.397 5.192 -5.640
H -34.999 4.197 -5.556
H -35.426 6.169 -7.538
H -36.264 4.796 -8.291
H -33.320 4.694 -7.341
H -33.768 5.094 -9.010
H -34.747 3.124 -9.611
H -34.669 2.440 -8.001
H -32.144 0.487 -9.776
H -33.897 0.665 -9.514
H -32.235 -0.439 -7.629
H -33.896 0.093 -7.228
H -31.722 1.212 -6.022
H -33.111 2.010 -6.355
H -30.824 2.074 -8.259
H -31.507 3.495 -7.554
H -31.134 2.451 -10.371
H -31.734 4.076 -9.946
H -33.566 3.891 -11.593
H -33.447 2.205 -11.712
H -31.654 4.359 -13.038
H -32.627 2.999 -13.669
H -31.115 2.657 -12.722
C -37.780 4.576 -18.251
C -36.578 5.581 -18.360
C -35.114 4.935 -18.222
C -34.160 6.081 -18.041
N -32.625 5.716 -18.004
C -31.715 6.987 -17.907
C -31.711 7.407 -16.443
C -31.692 6.023 -15.756
C -32.296 4.983 -16.726
C -32.104 4.806 -19.172
C -32.202 5.528 -20.544
C -31.844 4.681 -21.741
H -37.615 3.718 -18.902
H -38.720 5.073 -18.488
H -37.779 4.177 -17.236
H -36.584 6.349 -17.587
H -36.640 6.002 -19.364
H -34.907 4.333 -19.107
H -34.988 4.191 -17.434
H -34.392 6.619 -17.122
H -34.161 6.833 -18.831
H -30.683 6.662 -18.043
H -31.942 7.811 -18.584
H -30.849 7.985 -16.112
H -32.642 7.965 -16.344
H -30.685 5.737 -15.452
H -32.197 6.127 -14.796
H -31.490 4.284 -16.952
H -33.228 4.504 -16.427
H -32.687 3.888 -19.094
H -31.040 4.596 -19.060
H -31.464 6.325 -20.449
H -33.174 5.990 -20.716
H -31.767 5.227 -22.681
H -32.719 4.066 -21.949
H -30.976 4.067 -21.500
C -30.058 6.110 -24.993
C -31.411 6.884 -25.063
C -31.427 8.331 -24.597
C -31.204 8.648 -23.112
N -31.264 10.171 -22.813
C -31.135 10.309 -21.244
C -31.787 11.670 -20.864
C -32.680 12.010 -22.057
C -32.681 10.762 -23.007
C -30.233 11.016 -23.679
C -28.766 10.478 -23.676
C -27.860 11.530 -24.395
H -30.311 5.146 -25.434
H -29.658 5.990 -23.986
H -29.323 6.517 -25.688
H -32.120 6.378 -24.407
H -31.797 6.677 -26.061
H -32.435 8.648 -24.863
H -30.657 8.775 -25.228
H -30.165 8.485 -22.824
H -31.864 8.093 -22.445
H -30.050 10.236 -21.183
H -31.701 9.484 -20.810
H -31.026 12.419 -20.649
H -32.393 11.609 -19.960
H -32.368 12.959 -22.493
H -33.708 12.066 -21.698
H -32.792 11.105 -24.036
H -33.405 10.024 -22.661
H -30.353 11.974 -23.173
H -30.579 11.041 -24.712
H -28.668 9.478 -24.100
H -28.436 10.363 -22.643
H -26.839 11.185 -24.558
H -28.028 12.516 -23.962
H -28.252 11.671 -25.403
C -32.785 -4.437 -27.340
C -33.213 -3.723 -26.086
C -32.291 -2.515 -25.751
C -32.890 -1.683 -24.600
N -31.907 -0.653 -24.046
C -32.440 0.064 -22.693
C -31.182 0.501 -21.992
C -30.032 -0.326 -22.485
C -30.607 -1.358 -23.470
C -31.402 0.394 -25.022
C -32.636 1.075 -25.798
C -32.162 2.283 -26.693
H -32.607 -3.724 -28.146
H -33.622 -4.989 -27.767
H -31.984 -5.168 -27.227
H -33.336 -4.351 -25.204
H -34.178 -3.221 -26.156
H -32.331 -1.898 -26.648
H -31.242 -2.727 -25.541
H -33.275 -2.325 -23.808
H -33.735 -1.124 -25.002
H -33.175 0.764 -23.091
H -32.889 -0.813 -22.227
H -31.095 1.578 -22.135
H -31.379 0.500 -20.920
H -29.270 0.320 -22.922
H -29.548 -0.891 -21.688
H -29.845 -1.625 -24.202
H -30.872 -2.275 -22.944
H -30.608 -0.008 -25.652
H -30.882 1.137 -24.417
H -33.304 1.430 -25.013
H -33.142 0.360 -26.447
H -31.138 2.154 -27.045
H -32.129 3.222 -26.140
H -32.790 2.483 -27.561
C -32.736 -0.344 -17.798
O -34.184 -0.239 -17.796
O -32.360 -1.162 -18.872
C -31.977 1.004 -17.509
F -30.856 0.823 -16.879
F -31.561 1.743 -18.588
F -32.649 1.861 -16.748
C -34.805 0.674 -18.726
C -36.226 0.719 -18.198
H -36.583 -0.298 -18.031
H -36.302 1.170 -17.209
H -36.898 1.246 -18.875
H -34.808 0.396 -19.780
H -34.371 1.674 -18.712
H -32.676 -0.931 -16.882
C -31.313 7.680 -10.829
O -31.793 8.209 -12.074
O -32.490 7.126 -10.249
C -30.030 6.844 -10.927
F -30.174 5.880 -11.838
F -28.919 7.521 -11.196
F -29.829 6.198 -9.767
C -30.950 9.072 -12.826
C -31.727 9.874 -13.791
H -32.452 10.471 -13.237
H -31.083 10.638 -14.228
H -32.186 9.321 -14.610
H -30.191 8.531 -13.391
H -30.607 9.910 -12.218
H -31.035 8.568 -10.262
O -35.684 5.887 -15.149
C -35.025 6.442 -14.163
O -34.416 7.506 -14.319
O -35.052 5.848 -13.074
H -35.768 5.162 -14.525
O -36.107 8.751 -19.590
C -34.941 9.384 -19.795
O -34.249 8.686 -20.490
O -34.687 10.517 -19.441
H -35.496 8.125 -19.986
C -35.147 2.948 -22.277
F -34.428 3.334 -23.297
F -34.270 2.568 -21.335
F -35.724 4.026 -21.743
S -36.486 1.565 -22.714
O -37.288 2.129 -23.788
O -35.698 0.373 -23.066
O -37.236 1.327 -21.455
C -26.786 8.393 -18.398
F -26.306 9.601 -18.573
F -25.927 7.408 -18.676
F -27.135 8.226 -17.107
S -28.389 8.321 -19.522
O -27.965 8.665 -20.913
O -28.821 6.884 -19.487
O -29.396 9.231 -18.987
*
```

Properties
- highest occupied orbital energy (eV) = -6.57
- gap between HOMO and LUMO (eV) = 4.790


3 unconnected molecules or ions with the total composition C6H10O, computed with wB97M-V/def2-TZVPD.

Geometry as ORCA input:
```
! wB97M-V def2-TZVPD RIJCOSX def2/J DEFGRID3
* xyz 0 1
C 0.328 0.327 -2.084
C -0.601 0.968 -1.380
O -0.590 2.283 -1.029
H 1.216 0.827 -2.467
H 0.210 -0.731 -2.286
H -1.484 0.470 -0.990
H 0.193 2.699 -1.417
C -1.178 -1.912 0.311
C -2.028 -2.453 -0.347
H -0.425 -1.408 0.886
H -2.781 -2.941 -0.926
C 1.350 0.567 1.401
C 1.084 -0.010 2.569
H 0.750 1.389 1.016
H 2.173 0.232 0.774
H 1.681 -0.835 2.951
H 0.258 0.323 3.194
*
```

Properties
- highest occupied orbital energy (eV) = -9.11
- gap between HOMO and LUMO (eV) = 10.052
- relative energy (zero: lowest compared OMol25 entry of this formula, charge and spin) (kcal/mol) = 83.90


2 unconnected molecules or ions with the total composition CH3FO2S, computed with wB97M-V/def2-TZVPD.

Geometry as ORCA input:
```
! wB97M-V def2-TZVPD RIJCOSX def2/J DEFGRID3
* xyz 0 1
C 0.941 1.677 -0.772
O -2.278 -0.724 -0.611
O -2.900 1.656 -0.103
F 1.851 1.163 0.019
S -1.960 0.541 0.026
H 1.086 1.418 -1.943
H 0.648 2.613 -0.515
H -1.757 -0.055 1.486
*
```

Properties
- highest occupied orbital energy (alpha / beta) (eV) = -9.28 / -9.95
- gap between HOMO and LUMO (alpha / beta) (eV) = 6.983 / 9.625
- relative energy (zero: lowest compared OMol25 entry of this formula, charge and spin) (kcal/mol) = 97.88


no.,calculated total energy (eV)
1,-139930.388
2,-87238.172
3,-192696.413
4,-8427.602
5,-18728.260